No. 1
Density functional theory data (wB97M-V/def2-TZVPD) for 5 unconnected molecules or ions with the total composition C47H66BrI2N8O2 in a non-equilibrium geometry.

```
! wB97M-V def2-TZVPD RIJCOSX def2/J DEFGRID3
* xyz 1 1
C 1.62 -4.58 -2.17
C 2.35 -3.26 -2.81
C 1.66 -1.93 -2.18
Br -0.15 -1.73 -3.03
N 1.55 -2.03 -0.70
C 2.39 -1.47 0.18
N 2.25 -1.57 1.65
C 2.11 -0.23 2.29
C 0.52 0.08 2.40
C -0.13 0.64 1.04
C -1.74 0.76 1.33
N -2.47 1.33 0.15
C -2.81 0.26 -0.84
C -4.34 0.42 -1.33
C -5.31 -0.80 -1.48
C -6.79 -0.67 -1.94
C -7.37 0.74 -2.29
C -6.42 1.94 -2.18
C -4.92 1.81 -1.71
O -4.19 3.04 -1.63
C 2.98 0.96 1.66
C 4.18 1.49 2.60
C 3.74 1.96 4.07
C 2.29 2.64 4.18
O 3.90 0.91 5.09
C 3.60 0.70 0.21
C 2.84 1.70 -0.84
C 3.64 3.08 -0.81
C 3.34 4.22 0.19
C 4.24 5.51 0.14
C 5.41 5.68 -0.89
C 5.67 4.54 -1.91
C 6.83 4.54 -3.02
C 4.78 3.27 -1.85
N 3.49 -0.67 -0.36
C 4.76 -1.40 -0.50
I 5.83 -1.83 1.35
C 5.80 -0.70 -1.57
C 5.75 -1.51 -2.98
I 7.85 -1.05 -0.79
H 1.70 -5.41 -2.95
H 0.55 -4.30 -1.89
H 2.19 -4.87 -1.21
H 3.46 -3.36 -2.54
H 2.31 -3.26 -3.96
H 2.26 -1.04 -2.56
H 0.75 -2.60 -0.34
H 2.96 -2.17 2.09
H 2.46 -0.36 3.39
H 0.00 -0.92 2.65
H 0.25 0.81 3.23
H 0.05 -0.01 0.12
H 0.21 1.73 0.91
H -1.84 1.54 2.18
H -2.19 -0.21 1.72
H -1.82 2.00 -0.29
H -2.06 0.30 -1.72
H -2.77 -0.76 -0.30
H -4.93 -1.84 -1.24
H -7.49 -1.57 -2.03
H -8.46 0.91 -2.62
H -6.83 2.98 -2.44
H -4.57 3.59 -2.35
H 2.26 1.86 1.55
H 4.59 2.43 2.06
H 5.05 0.76 2.72
H 4.50 2.78 4.39
H 1.55 1.87 4.59
H 2.38 3.46 5.00
H 1.95 3.19 3.24
H 3.03 0.49 5.28
H 4.69 1.08 0.22
H 2.94 1.29 -1.92
H 1.72 1.80 -0.62
H 2.49 4.13 0.96
H 4.08 6.36 0.88
H 6.09 6.60 -0.90
H 7.59 3.75 -2.68
H 6.40 4.19 -4.02
H 7.38 5.55 -3.11
H 4.96 2.42 -2.61
H 4.51 -2.43 -0.98
H 5.63 0.42 -1.69
H 6.57 -1.04 -3.64
H 4.73 -1.36 -3.49
H 6.04 -2.61 -2.86
N -5.58 -1.49 1.87
C -6.63 -0.96 2.57
C -7.43 -2.00 2.99
C -6.83 -3.20 2.53
C -5.70 -2.86 1.84
H -4.84 -0.96 1.44
H -6.72 0.10 2.71
H -8.34 -1.91 3.57
H -7.20 -4.21 2.68
H -4.96 -3.46 1.34
N -2.71 3.94 5.57
C -3.01 4.12 4.25
C -3.71 3.01 3.82
C -3.83 2.14 4.93
C -3.21 2.74 6.00
H -2.20 4.60 6.15
H -2.71 5.01 3.73
H -4.08 2.85 2.82
H -4.32 1.18 4.95
H -3.08 2.42 7.02
N -0.47 -4.27 1.70
C -1.81 -4.19 1.42
C -2.39 -5.37 1.79
C -1.37 -6.20 2.32
C -0.20 -5.49 2.25
H 0.21 -3.54 1.53
H -2.23 -3.29 0.98
H -3.44 -5.62 1.69
H -1.48 -7.20 2.70
H 0.81 -5.75 2.56
N -2.36 -1.53 -5.96
C -1.88 -2.37 -6.93
C -2.48 -2.04 -8.12
C -3.35 -0.95 -7.86
C -3.25 -0.66 -6.53
H -2.09 -1.55 -4.99
H -1.15 -3.14 -6.69
H -2.31 -2.53 -9.07
H -3.98 -0.44 -8.58
H -3.74 0.10 -5.93
*
```

The orbital gap is 0.1848 Eh. The HOMO energy is -9.6 eV. The calculation puts the total energy at -5587.7022 hartree.

No. 2
Density functional theory data (wB97M-V/def2-TZVPD) for a molecular structure, C47H67CsN8OPSSi in a non-equilibrium geometry.

```
! wB97M-V def2-TZVPD RIJCOSX def2/J DEFGRID3
* xyz -1 1
Cs -0.17 -1.01 -0.14
C 2.66 3.52 -3.45
C 1.80 2.48 -2.76
N 2.20 1.71 -1.79
N 3.41 1.84 -1.24
C 3.90 1.04 -0.27
N 5.14 1.44 0.22
S 3.19 -0.34 0.29
C 0.42 2.36 -3.16
C -0.17 3.28 -4.05
C -1.52 3.18 -4.33
C -2.26 2.17 -3.73
C -1.59 1.29 -2.90
N -0.31 1.37 -2.62
H 3.72 3.36 -3.26
H 2.39 4.52 -3.12
H 2.51 3.45 -4.53
H 4.01 2.62 -1.53
H 5.30 2.44 0.29
H 5.39 0.93 1.05
H 0.41 4.08 -4.51
H -1.99 3.89 -5.00
H -3.32 2.08 -3.91
H -2.12 0.48 -2.41
C -1.50 -0.98 3.04
Si -1.00 0.46 4.05
C -1.25 2.11 3.10
N -0.38 2.22 1.94
C 1.02 2.42 2.28
C 1.64 3.65 1.62
C 0.75 4.86 1.88
C -0.63 4.63 1.24
C -0.84 3.14 0.92
C -2.04 0.56 5.66
C -3.32 1.11 5.65
C -4.17 0.98 6.73
C -3.76 0.28 7.86
C -2.49 -0.28 7.89
C -1.65 -0.14 6.80
C 0.80 0.31 4.67
C 1.64 -0.66 4.14
C 2.95 -0.78 4.55
C 3.46 0.07 5.51
C 2.64 1.04 6.07
C 1.32 1.15 5.65
H -2.40 -0.88 2.45
H -1.38 -1.97 3.46
H -1.17 2.99 3.76
H -2.27 2.08 2.73
H 1.59 1.53 1.99
H 1.13 2.53 3.36
H 1.76 3.50 0.55
H 2.63 3.82 2.05
H 1.21 5.77 1.49
H 0.64 4.98 2.96
H -0.73 5.20 0.32
H -1.42 4.98 1.92
H -0.32 2.89 -0.01
H -1.90 2.95 0.74
H -3.65 1.64 4.77
H -5.16 1.41 6.70
H -4.42 0.16 8.70
H -2.16 -0.82 8.76
H -0.66 -0.58 6.82
H 1.25 -1.33 3.38
H 3.59 -1.54 4.11
H 4.49 -0.02 5.84
H 3.03 1.71 6.83
H 0.69 1.90 6.09
N -2.70 -1.14 -0.79
C -3.84 -1.35 -0.70
N -5.09 -1.44 -0.55
C -5.99 -2.26 -0.90
N -6.89 -2.94 -1.17
O 0.95 -2.95 -1.16
P 1.02 -3.46 -2.53
C -0.66 -3.90 -3.22
C -0.76 -5.04 -4.25
C -1.92 -5.99 -3.93
C -3.22 -5.23 -3.67
C -3.06 -4.20 -2.54
C -1.62 -4.10 -2.04
C 1.61 -2.11 -3.67
C 2.89 -1.45 -3.17
C 3.49 -0.56 -4.25
C 3.94 -1.40 -5.46
C 3.16 -2.71 -5.56
C 1.71 -2.49 -5.15
C 2.14 -4.97 -2.61
C 1.44 -6.13 -1.88
C 1.71 -6.07 -0.38
C 3.19 -6.31 -0.08
C 4.06 -5.89 -1.26
C 3.48 -4.65 -1.95
H -0.97 -2.96 -3.71
H 0.16 -5.62 -4.31
H -0.93 -4.61 -5.25
H -1.67 -6.60 -3.06
H -2.06 -6.68 -4.77
H -4.00 -5.95 -3.43
H -3.52 -4.73 -4.59
H -3.70 -4.46 -1.70
H -3.37 -3.22 -2.88
H -1.35 -4.98 -1.46
H -1.55 -3.23 -1.38
H 0.80 -1.37 -3.55
H 3.63 -2.20 -2.87
H 2.67 -0.86 -2.28
H 4.35 -0.02 -3.84
H 2.74 0.17 -4.55
H 5.01 -1.62 -5.40
H 3.78 -0.82 -6.38
H 3.61 -3.46 -4.90
H 3.21 -3.10 -6.58
H 1.12 -3.39 -5.35
H 1.30 -1.69 -5.77
H 2.29 -5.24 -3.66
H 1.80 -7.09 -2.28
H 0.36 -6.09 -2.05
H 1.10 -6.81 0.13
H 1.40 -5.09 -0.03
H 3.37 -7.36 0.15
H 3.47 -5.72 0.80
H 4.13 -6.70 -1.99
H 5.08 -5.67 -0.92
H 4.19 -4.29 -2.69
H 3.34 -3.87 -1.20
*
```

As for the energy above the lowest of the compared OMol25 structures with the same formula, charge and spin: 47.3 kcal per mole. The orbital gap is 0.1325 Eh. The HOMO energy is -2.3 eV. The calculation puts the total energy at -3393.6509 hartree.

No. 3
Density functional theory data (wB97M-V/def2-TZVPD) for a molecular structure, C47H72BN2O11PSTa in a non-equilibrium geometry.

```
! wB97M-V def2-TZVPD RIJCOSX def2/J DEFGRID3
* xyz -1 1
C 4.33 2.87 -1.05
C 5.23 1.61 -1.13
C 4.61 0.45 -0.30
C 4.05 -0.69 -1.15
C 5.11 -1.54 -1.85
C 4.38 -2.60 -2.74
C 4.35 -4.01 -2.10
C 3.14 -4.29 -1.17
C 3.59 -5.07 0.11
C 3.40 -4.20 1.39
C 2.07 -4.55 2.15
C 1.05 -3.38 2.07
C -0.11 -3.58 3.08
C -1.37 -4.36 2.57
C -1.22 -5.14 1.27
C -2.65 -5.57 0.78
C -2.70 -5.84 -0.75
C -3.85 -5.10 -1.48
C -3.27 -4.32 -2.67
C -4.26 -3.30 -3.28
Ta -4.50 -1.35 -2.10
C -2.82 -1.87 -0.57
S -1.16 -1.58 -1.06
O -1.00 -1.24 -2.46
O -0.55 -0.63 -0.15
P -6.36 -2.43 -0.57
N -5.67 -2.60 0.87
B -6.29 -0.80 -3.57
O -6.85 -1.82 -4.37
N -6.86 0.55 -3.76
C -7.35 1.13 -2.52
C -5.96 1.45 -4.47
H 3.28 2.62 -0.85
H 4.69 3.55 -0.28
H 4.36 3.41 -1.99
H 6.18 1.88 -0.66
H 5.40 1.35 -2.17
H 5.31 0.04 0.43
H 3.77 0.87 0.26
H 3.37 -0.31 -1.91
H 3.49 -1.34 -0.49
H 5.75 -0.93 -2.49
H 5.71 -2.08 -1.11
H 4.88 -2.68 -3.70
H 3.36 -2.28 -2.94
H 5.31 -4.17 -1.60
H 4.30 -4.74 -2.91
H 2.41 -4.91 -1.69
H 2.63 -3.39 -0.85
H 3.01 -5.98 0.21
H 4.64 -5.31 0.01
H 3.40 -3.14 1.13
H 4.24 -4.38 2.07
H 1.63 -5.47 1.79
H 2.34 -4.59 3.20
H 0.74 -3.14 1.05
H 1.60 -2.50 2.41
H -0.45 -2.59 3.36
H 0.32 -4.01 3.98
H -2.25 -3.71 2.54
H -1.60 -5.10 3.35
H -0.70 -6.09 1.45
H -0.79 -4.56 0.45
H -3.04 -6.39 1.38
H -3.30 -4.71 0.95
H -1.72 -5.54 -1.14
H -2.78 -6.92 -0.93
H -4.34 -4.41 -0.79
H -4.53 -5.86 -1.87
H -2.30 -3.91 -2.41
H -3.08 -5.08 -3.45
H -3.90 -3.03 -4.28
H -5.25 -3.75 -3.42
H -4.80 0.22 -1.11
H -3.45 -0.36 -3.22
H -2.85 -2.89 -0.20
H -2.98 -1.22 0.30
H -0.50 -2.77 -0.88
H -7.56 -1.65 -0.55
H -6.69 -3.72 -1.10
H -6.20 -2.08 1.56
H -7.11 -2.55 -3.80
H -6.56 1.69 -2.02
H -8.18 1.81 -2.77
H -7.78 0.37 -1.87
H -5.41 0.90 -5.23
H -5.29 2.01 -3.81
H -6.58 2.20 -5.00
C 7.75 5.66 1.83
C 7.24 5.39 0.64
C 6.22 6.26 0.02
O 5.76 6.01 -1.08
C 5.78 7.46 0.78
C 6.29 7.73 1.98
C 7.31 6.86 2.60
O 7.78 7.11 3.69
H 8.50 5.04 2.31
H 7.55 4.52 0.06
H 5.03 8.09 0.30
H 5.99 8.60 2.55
C -1.35 -2.11 7.02
C -2.21 -2.46 7.97
C -1.94 -3.62 8.86
O -2.72 -3.94 9.73
C -0.68 -4.37 8.64
C 0.17 -4.03 7.69
C -0.09 -2.87 6.80
O 0.69 -2.55 5.93
H -1.52 -1.27 6.36
H -3.13 -1.92 8.15
H -0.51 -5.21 9.30
H 1.10 -4.57 7.51
C 3.66 8.35 -4.45
C 3.98 8.17 -3.17
C 3.89 9.28 -2.20
O 4.19 9.12 -1.03
C 3.43 10.60 -2.70
C 3.11 10.78 -3.97
C 3.20 9.67 -4.95
O 2.90 9.83 -6.12
H 3.72 7.55 -5.18
H 4.32 7.22 -2.79
H 3.37 11.40 -1.97
H 2.77 11.73 -4.36
C -3.46 3.64 0.98
C -3.97 3.42 -0.23
C -5.24 4.07 -0.65
O -5.71 3.89 -1.75
C -5.91 4.97 0.33
C -5.39 5.18 1.54
C -4.12 4.53 1.95
O -3.65 4.73 3.06
H -2.53 3.18 1.30
H -3.49 2.77 -0.95
H -6.83 5.43 0.00
H -5.86 5.82 2.26
*
```

The orbital gap is 0.1390 Eh. The HOMO energy is -4.3 eV. The calculation puts the total energy at -3592.3114 hartree.